1.
DFT (ωB97M-V with the def2-TZVPD basis set) results for C4IN3 as an isolated structure in a non-equilibrium geometry.

Properties
LUMO level (spin up / spin down) in Ha: -0.1667 / -0.1666
Energy in hartree: -614.25143
Kohn-Sham gap (spin up / spin down) in eV: 6.228 / 6.223
Highest occupied orbital energy (spin up / spin down) in eV: -10.76 / -10.76
Energy above the lowest of the compared OMol25 structures with the same formula, charge and spin in kJ/mol: 146.8

Geometry as ORCA input:
```
! wB97M-V def2-TZVPD RIJCOSX def2/J DEFGRID3
* xyz 0 1
N 0.212 -2.173 -0.781
C 0.183 -1.120 -0.331
C 0.206 0.232 0.052
N -0.595 0.765 2.368
N -0.427 1.684 -1.997
C -0.244 0.531 1.285
C -0.001 1.023 -1.145
I 3.049 -0.065 0.420
*
```

2.
DFT (ωB97M-V with the def2-TZVPD basis set) results for a 2-piece molecular cluster, C10H13N2 overall in a non-equilibrium geometry.

Properties
LUMO level (spin up / spin down) in Ha: -0.2622 / -0.2621
Energy in hartree: -497.92669
Kohn-Sham gap (spin up / spin down) in eV: 5.527 / 5.529
Highest occupied orbital energy (spin up / spin down) in eV: -12.66 / -12.66
Energy above the lowest of the compared OMol25 structures with the same formula, charge and spin in kJ/mol: 584.6

Geometry as ORCA input:
```
! wB97M-V def2-TZVPD RIJCOSX def2/J DEFGRID3
* xyz 1 1
H 1.181 -2.835 -0.024
H -3.196 1.977 -0.222
N 0.617 -0.367 0.151
H 1.459 0.569 -1.925
C 1.769 1.406 1.458
H 2.830 -2.224 -0.380
H 2.694 1.418 -1.052
C -2.740 1.018 -0.074
C -0.607 -0.478 0.046
C 1.605 1.447 -1.208
H 1.403 0.994 2.341
C -1.520 -1.594 -0.082
C 2.089 -2.532 0.327
H 1.826 2.465 1.496
H -4.344 0.115 -0.837
C -1.321 0.916 0.117
N -0.409 1.749 0.212
H 1.241 2.492 -1.497
C -2.803 -1.372 -0.378
H 2.424 -2.530 1.340
H 2.803 1.202 1.125
H -1.125 -2.550 -0.148
C -3.386 -0.092 -0.443
C 0.918 1.078 0.197
H -3.410 -2.269 -0.541
*
```

3.
DFT (ωB97M-V with the def2-TZVPD basis set) results for an isolated ion of composition C5H9BrN3O and charge +1 in a non-equilibrium geometry.

Properties
LUMO level in Ha: -0.1621
Energy in hartree: -3009.17411
Kohn-Sham gap in eV: 8.112
SMILES string: CC(=[NH2+])/C(Br)=C\N=C(/N)O
Highest occupied orbital energy in eV: -12.52
Energy above the lowest of the compared OMol25 structures with the same formula, charge and spin in kJ/mol: 4.9

Geometry as ORCA input:
```
! wB97M-V def2-TZVPD RIJCOSX def2/J DEFGRID3
* xyz 1 1
O 3.269 1.442 -0.593
H 0.353 -2.449 -0.531
H 3.513 0.510 -0.557
N 1.811 2.852 0.470
H -2.562 -2.069 1.048
H -3.101 -1.595 -0.375
H 0.897 3.179 0.710
C -0.223 1.256 -0.317
N 0.058 -1.553 -0.209
H -0.555 2.198 -0.548
H 0.815 -0.946 -0.188
H 2.449 3.282 1.079
C -1.301 0.463 -0.006
Br -3.103 1.174 -0.023
C 2.047 1.677 -0.136
C -1.183 -1.104 -0.097
H -1.893 -2.958 -0.338
C -2.287 -2.040 0.000
N 1.076 0.843 -0.348
*
```

4.
DFT (ωB97M-V with the def2-TZVPD basis set) results for a 2-piece molecular cluster, C3H7NO overall in a non-equilibrium geometry.

Properties
LUMO level (spin up / spin down) in Ha: 0.1466 / 0.1454
Energy in hartree: -248.41056
Kohn-Sham gap (spin up / spin down) in eV: 3.389 / 6.766
Highest occupied orbital energy (spin up / spin down) in eV: 0.60 / -2.81
Energy above the lowest of the compared OMol25 structures with the same formula, charge and spin in kJ/mol: 120.1

Geometry as ORCA input:
```
! wB97M-V def2-TZVPD RIJCOSX def2/J DEFGRID3
* xyz -1 2
C -1.713 1.244 -0.082
H 1.579 -2.251 -0.774
H -2.554 1.928 0.042
H 0.850 -1.271 1.234
C 2.238 -1.806 -0.025
H 0.055 1.103 -1.371
N 1.837 -1.209 1.003
O -1.198 0.683 0.967
H -1.266 1.812 -2.181
H -1.224 0.037 -1.838
C -1.072 1.043 -1.423
H 3.303 -1.838 -0.239
*
```

5.
DFT (ωB97M-V with the def2-TZVPD basis set) results for an isolated molecule of C5H11NOS in a non-equilibrium geometry.

Properties
LUMO level in Ha: 0.0309
Energy in hartree: -725.25388
Kohn-Sham gap in eV: 9.702
SMILES string: CN[C@H](C=O)CCS
Highest occupied orbital energy in eV: -8.86
Energy above the lowest of the compared OMol25 structures with the same formula, charge and spin in kJ/mol: 186.4

Geometry as ORCA input:
```
! wB97M-V def2-TZVPD RIJCOSX def2/J DEFGRID3
* xyz 0 1
C -0.099 0.251 -0.109
H -1.037 -2.623 1.748
C 1.619 1.910 -0.721
H 0.577 1.887 1.015
H 0.301 -0.407 1.791
H -1.421 -0.141 1.652
H 1.851 2.925 -0.405
H 1.091 1.850 -1.677
C -0.568 -0.585 1.152
C -0.748 -2.069 0.853
H 0.214 -3.156 -1.080
C -1.284 0.855 -0.848
O -1.962 0.185 -1.591
H -1.441 1.949 -0.808
S 0.686 -2.910 0.153
H 0.372 -0.451 -0.796
H -1.620 -2.087 0.191
N 0.885 1.214 0.345
H 2.585 1.402 -0.865
*
```

Copy entry 2 word for word.
DFT (ωB97M-V with the def2-TZVPD basis set) results for a 2-piece molecular cluster, C10H13N2 overall in a non-equilibrium geometry.

Properties
LUMO level (spin up / spin down) in Ha: -0.2622 / -0.2621
Energy in hartree: -497.92669
Kohn-Sham gap (spin up / spin down) in eV: 5.527 / 5.529
Highest occupied orbital energy (spin up / spin down) in eV: -12.66 / -12.66
Energy above the lowest of the compared OMol25 structures with the same formula, charge and spin in kJ/mol: 584.6

Geometry as ORCA input:
```
! wB97M-V def2-TZVPD RIJCOSX def2/J DEFGRID3
* xyz 1 1
H 1.181 -2.835 -0.024
H -3.196 1.977 -0.222
N 0.617 -0.367 0.151
H 1.459 0.569 -1.925
C 1.769 1.406 1.458
H 2.830 -2.224 -0.380
H 2.694 1.418 -1.052
C -2.740 1.018 -0.074
C -0.607 -0.478 0.046
C 1.605 1.447 -1.208
H 1.403 0.994 2.341
C -1.520 -1.594 -0.082
C 2.089 -2.532 0.327
H 1.826 2.465 1.496
H -4.344 0.115 -0.837
C -1.321 0.916 0.117
N -0.409 1.749 0.212
H 1.241 2.492 -1.497
C -2.803 -1.372 -0.378
H 2.424 -2.530 1.340
H 2.803 1.202 1.125
H -1.125 -2.550 -0.148
C -3.386 -0.092 -0.443
C 0.918 1.078 0.197
H -3.410 -2.269 -0.541
*
```

Which of these has the lowest energy? C5H9BrN3O

What is the energy in the first record? -614.25143 hartree